Record 1
This record from OMol25 describes a 2-piece molecular cluster, C9H9N3O2 overall. The level of theory is the ωB97M-V functional and the def2-TZVPD basis.

Calculated values
* total charge: 0
* strongest force on any atom: 4.20 eV Å⁻¹
* HOMO level: -8.72 eV
* structure (SMILES): O=c1cc[nH]c(=O)[nH]1.c1ccncc1
* orbital gap: 9.1171 eV
* E_tot: -663.0280 a.u.

```
23
Properties=species:S:1:pos:R:3:mulliken_charge:R:1
C 0.81 -1.22 0.57 0.23
C -0.12 -0.50 -0.25 -0.94
C -1.43 -0.86 -0.26 -0.36
C -0.95 -2.96 1.07 0.26
C -0.35 1.88 0.64 -0.31
C 1.00 1.80 0.71 -0.32
C 1.69 1.74 -0.55 -0.14
C 1.00 2.02 -1.68 -0.05
C -0.36 1.89 -1.69 0.01
H 1.14 -3.17 1.52 0.27
H 0.26 0.54 -0.36 0.43
H -2.15 -0.30 -0.75 0.57
H -2.66 -2.53 0.39 0.19
H -0.93 1.87 1.52 0.40
H 1.53 1.68 1.62 0.48
H 2.79 1.60 -0.58 0.39
H 1.56 2.16 -2.54 0.47
H -0.85 2.08 -2.57 0.50
N 0.39 -2.62 1.04 -0.14
N -1.79 -2.07 0.27 -0.12
N -1.05 1.83 -0.54 -0.63
O 1.85 -0.82 0.96 -0.58
O -1.39 -4.02 1.44 -0.59
```


Record 2
This record from OMol25 describes an isolated molecule of C4H8NOS. The level of theory is the ωB97M-V functional and the def2-TZVPD basis.

Calculated values
* total charge: 0
* strongest force on any atom: 1.63 eV Å⁻¹
* HOMO level (alpha / beta): -9.64 / -9.30 eV
* orbital gap (alpha / beta): 10.4167 / 7.1244 eV
* 2S+1: 2
* expectation value of S²: 0.753
* E_tot: -685.3497 a.u.

```
15
Properties=species:S:1:pos:R:3:mulliken_charge:R:1
O -0.13 -2.11 1.86 -0.61
C 0.07 -1.03 1.35 0.59
N -0.04 -0.84 -0.01 -0.15
C 0.05 0.43 -0.70 -0.35
C -0.61 0.28 -2.11 -0.70
S 0.17 1.04 -3.49 -0.08
C 0.48 0.20 2.14 -1.03
H 0.08 -1.65 -0.59 0.24
H 1.10 0.74 -0.78 0.33
H -0.49 1.22 -0.20 0.21
H -1.54 0.86 -2.05 0.26
H -1.01 -0.72 -2.21 0.37
H -0.23 1.01 1.96 0.30
H 0.72 -0.01 3.17 0.30
H 1.39 0.59 1.67 0.31
```


Record 3
This record from OMol25 describes an isolated molecule of C7H15N. The level of theory is the ωB97M-V functional and the def2-TZVPD basis.

Calculated values
* total charge: 0
* strongest force on any atom: 1.68 eV Å⁻¹
* HOMO level: -9.22 eV
* structure (SMILES): C/C=C/CCCCN
* orbital gap: 10.3992 eV
* E_tot: -330.4261 a.u.

```
23
Properties=species:S:1:pos:R:3:mulliken_charge:R:1
C -1.98 0.18 1.85 -0.62
C -2.32 0.62 0.42 -0.56
C -1.41 0.00 -0.64 -0.78
C 0.05 0.44 -0.66 -0.16
C 1.06 -0.51 -1.28 -0.36
C 2.23 -0.72 -0.70 -0.09
C 3.43 -1.30 -1.39 -1.29
N -1.20 1.10 2.67 -0.65
H -2.90 -0.02 2.41 0.31
H -1.47 -0.79 1.84 0.36
H -2.22 1.70 0.39 0.31
H -3.34 0.32 0.16 0.29
H -1.84 0.23 -1.63 0.39
H -1.47 -1.09 -0.70 0.43
H 0.46 0.72 0.32 0.01
H 0.10 1.39 -1.19 0.33
H 0.83 -0.76 -2.30 0.27
H 2.42 -0.58 0.36 0.32
H 3.85 -2.14 -0.86 0.32
H 3.34 -1.52 -2.45 0.32
H 4.19 -0.52 -1.43 0.30
H -1.56 2.05 2.57 0.27
H -0.27 1.22 2.25 0.28
```


Record 4
This record from OMol25 describes a 2-piece molecular cluster, CH3BrOS overall. The level of theory is the ωB97M-V functional and the def2-TZVPD basis.

Calculated values
* total charge: 0
* strongest force on any atom: 4.32 eV Å⁻¹
* HOMO level (alpha / beta): -8.72 / -9.55 eV
* orbital gap (alpha / beta): 6.8546 / 8.9206 eV
* E_tot: -3087.2155 a.u.

```
7
Properties=species:S:1:pos:R:3:mulliken_charge:R:1
C -1.63 -0.29 -0.17 -0.84
O 0.87 0.85 0.85 -0.33
S 2.16 0.97 0.07 0.36
Br 3.20 -0.97 -0.15 -0.05
H -1.35 0.03 0.77 0.30
H -0.97 -0.92 -0.55 0.30
H -2.27 0.34 -0.82 0.26
```


Record 5
This record from OMol25 describes an isolated molecule of C18H23N3O5S. The level of theory is the ωB97M-V functional and the def2-TZVPD basis.

Calculated values
* total charge: 0
* strongest force on any atom: 1.29 eV Å⁻¹
* HOMO level: -7.86 eV
* structure (SMILES): COCCCNC(=S)N(CCO)Cc1cc2cc3c(cc2[nH]c1=O)OCO3
* orbital gap: 8.0358 eV
* E_tot: -1638.3767 a.u.

```
50
Properties=species:S:1:pos:R:3:mulliken_charge:R:1
C 1.27 -1.57 2.74 -0.82
H 0.39 -2.19 2.65 0.23
O 0.82 -0.24 2.76 -0.36
C 1.86 0.71 2.94 -0.53
C 1.26 2.10 3.10 -0.85
C 0.70 2.66 1.79 -0.82
N -0.40 1.85 1.34 0.22
C -1.38 2.31 0.54 0.24
N -2.35 1.43 0.16 0.36
C -2.30 0.03 0.52 -1.67
C -1.20 -0.74 -0.17 0.85
C -0.41 -0.23 -1.15 0.78
C 0.62 -1.00 -1.76 0.32
C 0.80 -2.33 -1.33 -0.19
C 1.80 -3.15 -1.88 -1.13
C 2.59 -2.59 -2.85 0.77
C 2.42 -1.27 -3.29 0.85
C 1.46 -0.46 -2.76 -1.49
H 1.33 0.56 -3.09 0.54
O 3.35 -0.99 -4.26 -0.50
C 4.09 -2.18 -4.43 -0.27
O 3.62 -3.16 -3.54 -0.50
H 5.16 -1.98 -4.22 0.25
H 3.99 -2.53 -5.47 0.25
H 1.94 -4.16 -1.55 0.43
N -0.02 -2.81 -0.35 0.07
C -1.02 -2.11 0.29 -0.40
O -1.67 -2.64 1.17 -0.73
H 0.11 -3.77 -0.04 0.20
H -0.55 0.79 -1.49 0.48
H -3.26 -0.42 0.26 0.61
H -2.18 -0.10 1.60 0.28
C -3.37 1.86 -0.77 -1.13
H -3.66 1.01 -1.39 0.38
H -2.96 2.65 -1.41 0.63
C -4.60 2.42 -0.05 -0.49
O -5.26 1.45 0.73 -0.55
H -4.70 1.23 1.48 0.34
H -5.33 2.75 -0.79 0.41
H -4.30 3.28 0.56 0.26
S -1.40 3.90 0.05 -0.39
H -0.33 0.87 1.59 0.23
H 0.34 3.68 1.93 0.51
H 1.49 2.68 1.03 0.27
H 2.04 2.78 3.46 0.41
H 0.47 2.06 3.84 0.29
H 2.43 0.45 3.85 0.42
H 2.55 0.68 2.09 0.30
H 1.80 -1.82 3.67 0.36
H 1.94 -1.75 1.89 0.30
```


Record 6
This record from OMol25 describes C35H37FeN6O2 as an isolated structure. The level of theory is the ωB97M-V functional and the def2-TZVPD basis.

Calculated values
* total charge: +1
* strongest force on any atom: 1.31 eV Å⁻¹
* HOMO level (alpha / beta): -9.83 / -9.84 eV
* orbital gap (alpha / beta): 8.0042 / 7.9685 eV
* 2S+1: 5
* expectation value of S²: 6.010
* E_tot: -3098.5103 a.u.

```
81
Properties=species:S:1:pos:R:3:mulliken_charge:R:1
Fe -0.09 0.16 -0.20 1.82
C 2.16 -1.39 1.72 -1.50
N 0.94 -1.86 1.06 1.42
C -0.10 -2.13 2.04 -1.80
C -1.49 -2.17 1.46 0.77
C -2.55 -2.69 2.19 -1.07
C -3.83 -2.64 1.66 -0.51
C -4.00 -2.11 0.38 -0.84
C -2.89 -1.63 -0.28 -0.59
N -1.66 -1.64 0.25 0.64
C 1.22 -3.02 0.21 -2.09
C 0.82 -2.88 -1.24 0.99
C 0.98 -3.99 -2.07 -1.04
C 0.66 -3.89 -3.41 -0.53
C 0.15 -2.69 -3.88 -0.93
C 0.02 -1.65 -2.98 -0.49
N 0.35 -1.73 -1.69 0.51
C 2.03 -0.01 2.28 0.64
C 2.82 0.39 3.36 -1.22
C 2.76 1.70 3.78 -0.57
C 1.92 2.58 3.11 -0.99
C 1.14 2.09 2.08 -0.79
N 1.19 0.82 1.68 0.80
H 2.95 -1.33 0.96 0.75
H 2.49 -2.08 2.51 0.42
H -0.07 -1.32 2.78 0.40
H 0.09 -3.06 2.59 0.54
H -2.38 -3.11 3.18 0.53
H -4.67 -3.01 2.22 0.45
H -4.98 -2.07 -0.08 0.50
H -2.96 -1.21 -1.28 0.47
H 0.73 -3.91 0.61 0.47
H 2.29 -3.23 0.22 0.68
H 1.37 -4.91 -1.65 0.53
H 0.79 -4.74 -4.06 0.42
H -0.12 -2.56 -4.91 0.50
H -0.40 -0.70 -3.31 0.19
H 3.47 -0.33 3.84 0.53
H 3.37 2.04 4.61 0.44
H 1.86 3.62 3.40 0.51
H 0.43 2.72 1.56 0.52
N -2.06 0.76 1.69 0.38
C -2.66 2.04 1.68 0.22
C -2.95 2.68 2.88 -0.62
C -3.63 3.89 2.91 -0.71
C -4.04 4.46 1.72 -0.84
C -3.74 3.84 0.52 -0.99
C -3.04 2.63 0.46 0.36
C -2.66 2.10 -0.88 0.62
C -3.60 2.22 -1.92 -0.78
C -3.26 1.97 -3.24 -1.00
C -1.95 1.63 -3.55 -1.07
C -1.04 1.46 -2.52 -0.82
C -1.36 1.64 -1.16 0.18
H -1.96 0.42 2.64 0.24
H -2.62 0.12 1.15 0.02
H -2.66 2.20 3.81 0.38
H -3.86 4.36 3.86 0.40
H -4.59 5.40 1.72 0.40
H -4.03 4.32 -0.41 0.52
H -4.62 2.50 -1.68 0.61
H -4.00 2.07 -4.02 0.40
H -1.66 1.49 -4.58 0.47
H -0.01 1.20 -2.78 1.24
O 3.85 0.04 -0.52 -0.71
C 3.14 0.91 -0.98 -0.16
O 1.86 0.93 -1.09 -0.18
C 3.77 2.21 -1.60 0.25
N 2.60 3.05 -1.99 0.05
C 2.60 3.24 -3.46 -0.57
C 3.39 2.04 -3.97 -0.41
C 4.49 1.87 -2.91 -0.98
H 4.41 2.69 -0.87 0.48
H 2.49 3.91 -1.46 0.37
H 1.83 2.27 -1.67 -0.35
H 3.12 4.17 -3.71 0.40
H 1.58 3.30 -3.83 0.31
H 3.79 2.21 -4.96 0.49
H 2.75 1.15 -3.99 0.11
H 5.31 2.57 -3.10 0.36
H 4.90 0.87 -2.88 0.43
```


Record 7
This record from OMol25 describes a 9-piece molecular cluster, C3H20N2O8 overall. The level of theory is the ωB97M-V functional and the def2-TZVPD basis.

Calculated values
* total charge: 0
* strongest force on any atom: 0.75 eV Å⁻¹
* HOMO level: -9.95 eV
* structure (SMILES): c1c[nH]cn1.O.O.O.O.O.O.O.O
* orbital gap: 10.2757 eV
* E_tot: -837.7917 a.u.

```
33
Properties=species:S:1:pos:R:3:mulliken_charge:R:1
C -1.45 -0.47 0.02 -0.88
C -2.72 -0.90 0.28 -0.36
N -3.54 -0.07 -0.43 0.02
C -2.76 0.82 -1.07 -0.36
N -1.50 0.61 -0.82 -0.05
H -0.52 -0.87 0.37 0.46
H -3.09 -1.70 0.90 0.37
H -4.55 -0.06 -0.36 0.20
H -3.15 1.60 -1.72 0.43
H -1.47 2.49 1.02 0.29
H -0.16 3.00 1.59 0.38
O -1.06 2.75 1.86 -0.66
H 2.30 3.48 0.97 0.28
H 1.51 2.40 0.16 0.47
O 1.61 2.82 1.06 -0.70
H 2.70 -0.97 -0.31 0.47
H 3.42 -0.83 -1.64 0.28
O 2.53 -0.76 -1.27 -0.79
H -1.87 -1.71 -1.59 0.60
H -1.20 -2.01 -2.94 0.31
O -1.50 -2.43 -2.12 -0.79
H 0.61 0.64 3.08 0.33
H 1.97 1.08 2.60 0.33
O 1.50 0.30 2.97 -0.73
H 1.75 0.81 -1.33 0.43
H 0.34 1.45 -1.34 0.51
O 1.28 1.66 -1.36 -0.87
H 1.43 -2.38 -1.08 0.40
H -0.02 -2.98 -1.07 0.33
O 0.85 -3.03 -0.63 -0.70
H 1.91 -2.22 1.06 0.32
H 2.22 -0.93 1.87 0.46
O 2.62 -1.58 1.24 -0.78
```


Record 8
This record from OMol25 describes a 2-piece molecular cluster, C4ClO4 overall. The level of theory is the ωB97M-V functional and the def2-TZVPD basis.

Calculated values
* total charge: -1
* strongest force on any atom: 5.42 eV Å⁻¹
* HOMO level: -3.92 eV
* orbital gap: 7.2840 eV
* E_tot: -913.5644 a.u.

```
9
Properties=species:S:1:pos:R:3:mulliken_charge:R:1
C -0.31 0.81 0.34 0.55
C -1.68 1.01 -0.14 0.38
C 2.25 -0.70 0.00 0.80
C -1.52 -0.31 -0.01 -0.21
O 2.79 -0.81 1.03 -0.47
O 0.85 0.72 0.68 -0.69
O -2.38 1.92 -0.57 -0.74
O 1.86 -0.75 -1.05 -0.37
Cl -1.85 -1.90 -0.29 -0.25
```